#P
Formula: C2H9NO
Source: the OMol25 dataset
Level of theory: wB97M-V/def2-TZVPD

Element x y z (Å)
C (0.007, -1.388, 0.639)
N (0.647, -1.066, -0.569)
C (-0.139, -0.489, -1.647)
H (-0.473, -2.377, 0.541)
H (-0.767, -0.646, 0.896)
H (0.739, -1.433, 1.463)
H (1.157, -1.926, -0.808)
H (-1.166, -0.876, -1.754)
H (0.450, -0.807, -2.524)
H (-0.178, 0.613, -1.631)
O (-0.477, 3.361, 1.747)
H (0.317, 2.942, 1.346)
H (-0.118, 4.092, 2.301)

Properties
highest occupied orbital energy: -0.313 Ha
total charge: 0
gap between HOMO and LUMO: 9.4 eV
LUMO energy: 0.889 eV

#Q
Formula: C2H9NO
Source: the OMol25 dataset
Level of theory: wB97M-V/def2-TZVPD

Element x y z (Å)
C (-2.268, 0.387, 0.029)
N (-1.504, -0.858, 0.126)
H (-1.714, 0.915, -0.720)
H (-3.368, 0.313, -0.403)
H (-2.110, 1.128, 0.851)
H (-2.178, -1.530, 0.681)
H (-1.586, -1.423, -0.735)
C (2.667, 0.384, 0.054)
O (2.358, -0.947, 0.019)
H (3.795, 0.596, -0.090)
H (2.104, 0.972, -0.655)
H (2.377, 0.937, 0.921)
H (1.426, -0.876, -0.078)

Properties
highest occupied orbital energy: -0.368 Ha
total charge: 0
gap between HOMO and LUMO: 10.8 eV
LUMO energy: 0.830 eV

It is #Q that is the least stable of them.

#P
Formula: C6H11NO3
Source: the OMol25 dataset
Level of theory: wB97M-V/def2-TZVPD

Element x y z (Å)
C (-0.186, -0.159, 0.893)
C (0.620, 0.994, 1.146)
C (1.666, 1.166, 0.078)
C (1.216, 0.699, -1.329)
C (-1.024, -0.105, -0.498)
C (-2.284, -0.938, -0.630)
H (-0.386, -2.222, 2.343)
H (-0.964, -0.299, 1.806)
H (-0.210, 1.854, 1.384)
H (1.091, 0.775, 2.043)
H (1.992, 2.278, 0.134)
H (2.774, 0.672, 0.295)
H (1.016, 1.728, -1.847)
H (2.207, -0.040, -1.904)
H (0.059, -1.038, -1.833)
H (-1.499, 0.962, -0.491)
H (-1.438, -1.930, 0.689)
N (-0.087, -0.029, -1.615)
O (0.695, -1.389, 0.907)
O (-2.165, -2.218, -0.007)
O (-3.095, -0.761, -1.563)

Properties
highest occupied orbital energy: -0.335 Ha
total charge: 0
gap between HOMO and LUMO: 5.7 eV
LUMO energy: -3.461 eV

#Q
Formula: C6H11NO3
Source: the OMol25 dataset
Level of theory: wB97M-V/def2-TZVPD

Element x y z (Å)
N (-0.805, -0.950, 1.445)
C (-0.004, 0.006, 0.763)
C (0.661, 0.939, 1.702)
O (0.774, 1.004, 2.858)
O (1.107, 1.984, 0.837)
C (-0.968, 0.719, -0.200)
C (-0.521, 0.386, -1.687)
C (0.894, -0.274, -1.572)
C (0.824, -1.037, -0.331)
O (0.001, -2.306, -0.347)
H (-1.771, -0.876, 1.697)
H (-0.423, -1.051, 2.377)
H (1.001, 1.511, -0.188)
H (-1.040, 1.952, -0.030)
H (-1.957, 0.563, 0.139)
H (-0.894, 1.362, -2.221)
H (-1.287, -0.350, -2.283)
H (1.059, -0.941, -2.368)
H (1.544, 0.611, -1.568)
H (1.946, -1.059, 0.193)
H (-0.139, -2.193, 0.781)

Properties
highest occupied orbital energy: -0.366 Ha
total charge: 0
gap between HOMO and LUMO: 10.6 eV
LUMO energy: 0.603 eV

It is #P that is the least stable of them.

#P
Formula: BrClH2N2
Source: the OMol25 dataset
Level of theory: wB97M-V/def2-TZVPD

Element x y z (Å)
N (-1.102, 0.631, -0.654)
N (1.358, -0.544, 0.836)
Cl (0.510, 0.106, -0.314)
Br (2.012, -2.238, 0.809)
H (-0.940, 1.586, -0.704)
H (-1.838, 0.459, 0.027)

Properties
highest occupied orbital energy (alpha / beta): -0.325 / -0.325 Ha
total charge: 0
gap between HOMO and LUMO (alpha / beta): 8.2 / 8.2 eV
LUMO energy (alpha / beta): -0.598 / -0.599 eV

#Q
Formula: BrClH2N2
Source: the OMol25 dataset
Level of theory: wB97M-V/def2-TZVPD

Element x y z (Å)
N (0.602, 1.237, -0.148)
N (-0.640, -0.824, 0.160)
Cl (0.400, -2.075, 0.752)
Br (-1.242, -1.116, -1.418)
H (0.859, 0.747, 0.672)
H (0.021, 2.032, -0.018)

Properties
highest occupied orbital energy (alpha / beta): -0.372 / -0.355 Ha
total charge: 0
gap between HOMO and LUMO (alpha / beta): 8.7 / 9.1 eV
LUMO energy (alpha / beta): -1.372 / -0.572 eV

It is #P that is the least stable of them.

#P
Formula: H26O13
Source: the OMol25 dataset
Level of theory: wB97M-V/def2-TZVPD

Element x y z (Å)
O (1.812, 1.072, -1.185)
H (1.517, 1.796, -0.540)
H (2.717, 1.324, -1.500)
O (1.287, 1.027, 2.011)
H (1.585, 0.119, 2.131)
H (1.376, 1.301, 3.021)
O (-1.412, -3.736, -0.643)
H (-1.807, -3.050, -0.087)
H (-1.369, -4.284, 0.075)
O (-0.441, -0.460, -0.171)
H (0.286, 0.171, -0.466)
H (-1.136, 0.114, 0.160)
O (0.920, 1.654, -3.675)
H (0.549, 2.532, -3.556)
H (1.093, 1.178, -2.803)
O (-1.904, 1.433, -1.620)
H (-1.023, 1.726, -1.523)
H (-2.475, 2.083, -1.308)
O (-0.858, 3.085, 1.267)
H (-0.267, 2.439, 1.661)
H (-0.519, 3.323, 0.415)
O (-1.690, -1.338, 2.815)
H (-2.410, -1.404, 2.308)
H (-1.886, -1.538, 3.796)
O (1.120, -2.178, 2.085)
H (1.245, -1.768, 1.110)
H (0.345, -1.713, 2.226)
O (1.764, -2.173, -1.402)
H (2.333, -1.706, -0.851)
H (2.179, -2.342, -2.153)
O (3.370, -0.860, 0.586)
H (4.387, -0.737, 0.840)
H (2.856, -0.080, 0.522)
O (-3.001, 1.762, 1.359)
H (-2.120, 2.108, 1.305)
H (-3.521, 1.861, 0.498)
O (-1.842, -1.065, -2.534)
H (-1.338, -1.468, -1.858)
H (-1.723, -0.208, -2.316)

Properties
highest occupied orbital energy: -0.361 Ha
total charge: 0
gap between HOMO and LUMO: 9.0 eV
LUMO energy: -0.836 eV

#Q
Formula: H26O13
Source: the OMol25 dataset
Level of theory: wB97M-V/def2-TZVPD

Element x y z (Å)
H (0.141, 0.573, -0.971)
H (-0.753, 0.878, 0.206)
H (4.190, -3.058, 0.076)
H (3.190, -2.360, 0.867)
H (2.201, -0.240, 0.619)
H (3.588, -0.284, 1.068)
H (-3.143, -0.031, -1.234)
H (-3.219, 0.556, -2.677)
H (-1.574, 0.694, -2.693)
H (-0.460, -0.130, -3.218)
H (2.224, -0.420, 4.425)
H (3.150, -0.389, 3.222)
H (1.963, 3.400, -1.135)
H (2.013, 2.378, -0.011)
H (-2.446, 2.702, -4.738)
H (-3.236, 2.971, -3.404)
H (4.265, -1.594, -1.768)
H (3.695, -2.289, -3.038)
H (-0.156, -1.444, 0.227)
H (-1.329, -2.283, -0.596)
H (-5.203, -0.218, 1.919)
H (-3.896, -0.849, 1.331)
H (-3.458, 1.929, 2.099)
H (-2.528, 1.620, 3.245)
H (0.614, -0.970, 2.899)
H (0.392, -2.454, 3.383)
O (0.138, 0.488, -0.012)
O (3.419, -2.484, -0.033)
O (2.793, 0.161, 1.279)
O (-3.715, 0.280, -1.974)
O (-0.742, 0.743, -3.200)
O (2.215, -0.165, 3.514)
O (2.378, 3.206, -0.275)
O (-2.347, 2.909, -3.759)
O (3.677, -1.468, -2.540)
O (-1.012, -1.371, -0.331)
O (-4.320, -0.371, 2.077)
O (-3.015, 1.186, 2.539)
O (0.307, -1.799, 2.612)

Properties
highest occupied orbital energy: -0.361 Ha
total charge: 0
gap between HOMO and LUMO: 9.8 eV
LUMO energy: 0.017 eV

It is #Q that is the least stable of them.

#P
Formula: H26O13
Source: the OMol25 dataset
Level of theory: wB97M-V/def2-TZVPD

Element x y z (Å)
O (-1.420, -0.628, -2.732)
H (-0.945, -1.441, -2.468)
H (-0.894, -0.249, -3.445)
O (-3.133, -0.593, -0.305)
H (-2.376, 0.006, -0.422)
H (-3.036, -1.239, -1.013)
O (-0.510, -2.899, -1.401)
H (-1.352, -3.272, -1.117)
H (0.163, -3.522, -1.082)
O (-0.464, 3.204, 0.566)
H (-0.560, 4.130, 0.815)
H (-0.958, 2.715, 1.247)
O (-0.405, 0.273, -0.046)
H (-0.079, 0.874, 0.638)
H (-0.048, -0.596, 0.204)
O (1.548, -1.484, 1.047)
H (1.402, -2.221, 1.650)
H (2.116, -0.870, 1.537)
O (2.218, -3.268, -1.070)
H (3.155, -3.374, -1.263)
H (2.080, -2.311, -1.042)
O (-1.531, -1.724, 2.258)
H (-2.114, -1.365, 1.570)
H (-1.620, -2.679, 2.179)
O (2.955, 0.850, -0.775)
H (3.727, 0.292, -0.626)
H (2.264, 0.475, -0.212)
O (2.278, 1.166, 2.163)
H (2.346, 1.305, 3.116)
H (2.933, 1.765, 1.777)
O (0.632, 3.194, -2.199)
H (-0.259, 3.213, -2.568)
H (0.513, 2.813, -1.321)
O (-2.219, 1.971, -1.678)
H (-2.188, 1.031, -1.925)
H (-1.663, 2.033, -0.890)
O (-1.010, 1.169, 2.972)
H (-1.421, 0.362, 2.631)
H (-0.125, 0.895, 3.230)

Properties
highest occupied orbital energy: -0.369 Ha
total charge: 0
gap between HOMO and LUMO: 9.7 eV
LUMO energy: -0.287 eV

#Q
Formula: H26O13
Source: the OMol25 dataset
Level of theory: wB97M-V/def2-TZVPD

Element x y z (Å)
O (-19.115, 28.249, 6.924)
H (-18.827, 29.141, 6.906)
H (-18.558, 27.610, 6.382)
O (-19.495, 25.118, 6.063)
H (-19.797, 25.402, 6.875)
H (-19.618, 24.148, 6.137)
O (-17.095, 25.289, 3.911)
H (-16.496, 24.975, 3.208)
H (-17.901, 25.591, 3.483)
O (-15.301, 23.245, 7.705)
H (-14.453, 23.551, 7.787)
H (-15.812, 23.931, 7.289)
O (-18.181, 23.145, 9.155)
H (-18.747, 23.821, 9.547)
H (-18.524, 22.331, 9.543)
O (-17.052, 25.043, 7.006)
H (-17.427, 25.399, 7.831)
H (-17.800, 25.120, 6.351)
O (-15.012, 26.707, 4.989)
H (-14.352, 26.232, 5.432)
H (-15.811, 26.145, 4.965)
O (-19.535, 25.113, 10.323)
H (-18.646, 25.535, 10.248)
H (-19.600, 24.885, 11.217)
O (-19.585, 26.877, 3.954)
H (-20.515, 26.715, 3.686)
H (-19.532, 26.293, 4.657)
O (-14.715, 26.842, 9.123)
H (-15.458, 27.290, 8.823)
H (-15.039, 26.093, 9.576)
O (-17.962, 22.706, 3.877)
H (-17.648, 23.591, 4.122)
H (-17.987, 22.663, 2.937)
O (-16.227, 24.593, 10.416)
H (-16.772, 24.137, 9.771)
H (-15.543, 23.981, 10.653)
O (-17.759, 26.842, 9.134)
H (-17.657, 27.142, 10.034)
H (-17.506, 27.483, 8.467)

Properties
highest occupied orbital energy: -0.378 Ha
total charge: 0
gap between HOMO and LUMO: 10.3 eV
LUMO energy: 0.034 eV

#R
Formula: H26O13
Source: the OMol25 dataset
Level of theory: wB97M-V/def2-TZVPD

Element x y z (Å)
O (0.592, -2.322, -0.354)
H (1.198, -3.047, -0.544)
H (1.057, -1.538, -0.685)
O (-2.186, 0.262, 3.081)
H (-1.295, -0.067, 2.869)
H (-2.057, 0.838, 3.839)
O (2.200, -0.549, -1.859)
H (3.071, -0.156, -1.997)
H (1.774, -0.528, -2.730)
O (-1.788, -1.210, -3.016)
H (-2.567, -1.492, -2.526)
H (-1.402, -0.514, -2.470)
O (-0.964, 4.099, -0.046)
H (-0.818, 3.254, -0.488)
H (-0.088, 4.419, 0.182)
O (-0.361, 1.446, -2.936)
H (0.249, 1.962, -2.353)
H (-0.069, 1.632, -3.835)
O (0.791, 2.003, 2.438)
H (0.580, 1.446, 1.673)
H (0.951, 1.383, 3.153)
O (-0.358, 0.514, 0.004)
H (0.148, 0.669, -0.800)
H (-0.727, -0.374, -0.104)
O (-1.346, -3.323, 1.522)
H (-1.223, -3.255, 0.570)
H (-0.526, -3.711, 1.847)
O (1.316, 2.610, -1.277)
H (1.624, 3.369, -0.766)
H (2.119, 2.215, -1.636)
O (-3.340, -1.583, -0.176)
H (-4.261, -1.338, -0.323)
H (-3.241, -2.432, -0.621)
O (0.438, -0.899, 2.703)
H (1.366, -0.695, 2.477)
H (0.184, -1.590, 2.076)
O (2.756, -0.417, 1.341)
H (3.710, -0.554, 1.349)
H (2.491, -0.527, 0.420)

Properties
highest occupied orbital energy: -0.355 Ha
total charge: 0
gap between HOMO and LUMO: 8.8 eV
LUMO energy: -0.860 eV

#S
Formula: H26O13
Source: the OMol25 dataset
Level of theory: wB97M-V/def2-TZVPD

Element x y z (Å)
H (1.816, 0.403, 0.162)
H (0.717, -0.625, -0.053)
H (-3.330, -3.566, -0.280)
H (-2.539, -2.304, -0.584)
H (3.633, -3.781, 1.794)
H (2.697, -3.010, 2.710)
H (4.105, 2.555, 0.094)
H (2.753, 2.420, 0.774)
H (-2.429, 0.876, -1.667)
H (-0.926, 1.095, -1.698)
H (4.238, -0.691, -1.018)
H (5.287, -0.236, -2.019)
H (-1.974, 3.354, -1.212)
H (-2.462, 3.969, -2.513)
H (-1.299, 2.615, 0.293)
H (-0.178, 2.036, 1.141)
H (0.428, -1.820, -1.813)
H (-0.557, -2.941, -1.522)
H (-2.885, -1.274, 1.954)
H (-3.145, -1.891, 3.319)
H (-0.236, -1.135, 2.089)
H (-1.105, -1.911, 1.113)
H (-0.673, 3.229, 3.061)
H (0.070, 4.527, 3.333)
H (-1.284, -0.994, -3.215)
H (0.070, -1.485, -3.702)
O (0.860, 0.292, 0.207)
O (-3.423, -2.610, -0.351)
O (2.961, -3.090, 1.787)
O (3.576, 1.943, 0.618)
O (-1.681, 0.926, -2.273)
O (4.457, -0.721, -1.956)
O (-2.465, 4.107, -1.559)
O (-0.421, 2.224, 0.227)
O (-0.047, -2.246, -1.090)
O (-3.358, -1.995, 2.385)
O (-1.104, -1.125, 1.671)
O (0.214, 3.606, 3.088)
O (-0.361, -0.726, -3.292)

Properties
highest occupied orbital energy: -0.374 Ha
total charge: 0
gap between HOMO and LUMO: 10.3 eV
LUMO energy: 0.101 eV

It is #S that is the least stable of them.